No. 1
This record from the Open Molecules 2025 dataset describes a molecular structure, C2H2Tl in a non-equilibrium geometry. The level of theory is wB97M-V/def2-TZVPD.

Computed properties:
Largest force on an atom in Eh/bohr: 0.024
E_tot in hartree: -249.50111
Energy above the lowest of the compared OMol25 structures with the same formula, charge and spin in kJ/mol: 26.6
LUMO level in hartree: -0.182
HOMO in eV: -15.7771
Charge: +1

Cartesian coordinates (Å):
H -0.02 1.23 -0.35
C -0.15 0.49 0.59
C -0.76 -0.09 -0.32
H -1.14 -0.74 -1.10
Tl 2.08 -0.89 1.18

=====

No. 2
This record from the Open Molecules 2025 dataset describes 13 unconnected molecules or ions with the total composition C2H30N2O13 in a non-equilibrium geometry. The level of theory is wB97M-V/def2-TZVPD.

Computed properties:
Largest force on an atom in Eh/bohr: 0.039
E_tot in hartree: -1181.83114
Energy above the lowest of the compared OMol25 structures with the same formula, charge and spin in kJ/mol: 79.8
LUMO level in hartree: -0.004
HOMO in eV: -10.2824
Charge: 0

Cartesian coordinates (Å):
N 2.32 -1.21 -0.96
C 0.87 -1.39 -1.29
C -0.06 -0.53 -0.46
N 0.32 -0.24 0.80
O -1.18 -0.26 -0.90
H 2.85 -1.13 -1.82
H 2.43 -0.26 -0.58
H 0.78 -1.24 -2.35
H 0.60 -2.40 -0.98
H 1.13 -0.78 1.08
H -0.12 0.53 1.27
H -1.95 1.98 -3.11
H -0.88 0.87 -3.00
O -1.01 1.81 -3.18
H -3.66 3.39 -0.07
H -3.98 1.93 0.51
O -3.50 2.75 0.61
H 3.17 2.29 0.30
H 1.94 1.70 0.97
O 2.46 1.65 0.16
H -0.70 2.84 0.89
H -0.17 2.92 2.40
O -0.24 2.37 1.62
H 2.18 3.43 -2.15
H 1.42 2.48 -1.24
O 1.53 2.72 -2.17
H 2.53 1.51 -3.37
H 1.92 0.05 -3.81
O 2.65 0.66 -3.81
H 2.48 -2.40 1.92
H 2.50 -2.37 0.49
O 2.02 -2.85 1.20
H -0.60 -3.19 1.41
H 0.33 -4.29 1.77
O -0.48 -3.88 2.07
H -3.42 -1.75 2.81
H -1.86 -2.04 2.96
O -2.72 -2.11 3.36
H -2.81 -1.58 -0.68
H -3.55 -0.37 -0.33
O -3.63 -1.33 -0.25
H 0.59 -3.14 3.39
H 0.10 -2.09 4.25
O 0.74 -2.18 3.53
H -0.70 2.72 -1.66
H -1.43 1.74 -0.80
O -1.20 2.68 -0.83

=====

No. 3
This record from the Open Molecules 2025 dataset describes 14 unconnected molecules or ions with the total composition C2H31O14 in a non-equilibrium geometry. The level of theory is wB97M-V/def2-TZVPD.

Computed properties:
Largest force on an atom in Eh/bohr: 0.024
E_tot in hartree: -1148.23450
Energy above the lowest of the compared OMol25 structures with the same formula, charge and spin in kJ/mol: 0.0
LUMO level in hartree: 0.093
HOMO in eV: -5.7976
Charge: -1

Cartesian coordinates (Å):
C 0.79 0.71 -0.23
C -0.25 0.19 0.77
O -1.46 -0.19 0.21
H 0.60 1.73 -0.56
H 1.03 0.00 -1.02
H 1.75 0.79 0.30
H -0.37 0.98 1.54
H 0.15 -0.66 1.35
O 4.14 0.88 -0.51
H 3.65 0.61 0.28
H 5.06 0.88 -0.24
O 3.30 -1.07 -2.36
H 3.73 -0.39 -1.82
H 4.02 -1.55 -2.78
O 0.08 2.07 -3.70
H -0.87 2.05 -3.82
H 0.25 1.22 -3.26
O -2.98 -0.34 2.85
H -3.11 -1.24 2.55
H -2.40 0.03 2.17
O 0.69 4.20 1.22
H 0.30 4.52 2.03
H 1.29 3.49 1.49
O -3.37 2.03 -0.35
H -2.91 1.17 -0.27
H -4.28 1.80 -0.52
O 3.13 0.78 2.36
H 3.54 -0.04 2.66
H 2.20 0.67 2.62
O 0.08 -2.35 -2.21
H 0.27 -1.91 -3.05
H -0.31 -1.67 -1.66
O -4.01 -1.25 -0.71
H -3.18 -0.86 -0.37
H -4.62 -1.19 0.03
O 1.49 -3.01 0.37
H 1.63 -2.30 -0.26
H 0.53 -3.14 0.36
O -1.89 0.17 -2.63
H -2.38 -0.61 -2.90
H -1.74 0.03 -1.67
O 0.75 0.38 4.07
H -0.01 0.86 3.71
H 0.46 -0.54 4.06
O -1.53 -2.89 0.27
H -1.77 -3.14 -0.63
H -1.48 -1.90 0.24

=====

Number 1: frontier orbital gap 10.8 eV, molar mass 230.42 g mol⁻¹. Number 2: frontier orbital gap 10.2 eV, molar mass 290.26 g mol⁻¹. Number 3: frontier orbital gap 8.3 eV, molar mass 279.26 g mol⁻¹.